[1]
DFT (ωB97M-V with the def2-TZVPD basis set) results for a structure of composition C2HFeO3.

- relative energy (zero: lowest compared OMol25 entry of this formula, charge and spin) (eV) = 0.0126
- total charge = +3
- spin multiplicity = 7
- frontier orbital gap (spin up / spin down) (eV) = 7.0 / 6.2
- E_tot (hartree) = -1564.55900

Positions of all 7 atoms, in Å:
1 H -0.87747 3.06746 -0.03028
2 O 0.61203 1.65304 0.02937
3 O -1.16872 -3.02341 -0.01351
4 O 0.55341 -1.48216 -0.01354
5 C -0.52181 2.01536 0.05213
6 C -0.28470 -2.29851 -0.01048
7 Fe 1.68726 0.06822 -0.01369

[2]
DFT (ωB97M-V with the def2-TZVPD basis set) results for a structure of composition C4H16KO4.

- relative energy (zero: lowest compared OMol25 entry of this formula, charge and spin) (eV) = 1.3502
- total charge = +1
- spin multiplicity = 1
- frontier orbital gap (eV) = 11.1
- E_tot (hartree) = -1062.63241

Positions of all 25 atoms, in Å:
1 K 1.21365 -0.80656 -0.73578
2 C -2.04582 -0.32323 0.18758
3 O -1.59702 -1.48657 -0.40637
4 H -2.26692 0.31755 -0.71110
5 H -1.15808 0.08641 0.79569
6 H -2.92843 -0.45883 0.83093
7 H -1.78272 -2.12660 0.28327
8 C 1.12279 -1.19578 3.14087
9 O 0.83921 -1.36657 1.85081
10 H 1.68377 -0.26482 3.29588
11 H 1.68217 -2.00999 3.60963
12 H 0.15689 -1.19436 3.71203
13 H 0.33614 -2.15772 1.81101
14 C 0.64585 0.44113 -3.74239
15 O 1.14668 -0.82608 -3.58946
16 H 1.33321 1.12461 -3.24294
17 H -0.29863 0.39062 -3.18286
18 H 0.55235 0.64599 -4.82383
19 H 0.54108 -1.44899 -3.93702
20 C 0.18476 2.14065 1.11930
21 O 0.57703 1.87176 -0.17890
22 H 0.30950 1.24268 1.73677
23 H -0.85125 2.28437 1.16077
24 H 0.68452 2.87948 1.78210
25 H -0.08074 2.24088 -0.76599